Record 1
Entry from OMol25: a molecular structure, C24H41CsNO11P3S (ωB97M-V/def2-TZVPD).

As for the total charge: -2. The value obtained for the lowest unoccupied orbital energy is 3.6 eV. The value obtained for the max |F| is 0.1 eV Å⁻¹. The calculation puts the frontier orbital gap at 0.249 Ha. The HOMO energy comes out at -3.181 eV. Its energy is -3264.310951 a.u.

Each line ends with the Mulliken charge.
Cartesian coordinates (Å):
Cs: 2.75617 -1.33463 2.63339  1.35
O: 3.03508 -6.34668 2.55372  -0.58
P: 2.80247 -4.76119 2.84322  0.62
O: 3.67122 -4.35882 4.00933  -0.83
O: 2.96911 -4.03666 1.55140  -0.61
O: 1.27084 -4.76311 3.32448  -0.08
P: 0.20630 -3.60976 4.00872  -0.72
O: 1.99313 -3.60724 5.91386  -0.45
O: 0.00889 -2.52604 2.95632  0.02
O: 1.36331 -2.74727 4.94553  -0.32
H: 3.15209 -6.78407 3.40346  0.29
H: 2.72243 -3.97077 5.34207  0.47
O: 1.45377 -0.07055 0.30167  -0.66
P: 0.08490 -0.26781 -0.30437  -0.42
C: -1.06207 0.86626 0.55950  1.48
C: -2.52014 1.00783 0.08415  -0.30
C: -3.33688 1.71572 1.16309  -1.23
C: -3.48054 0.83433 2.41298  -0.83
C: -2.25470 -0.06859 2.61263  -0.35
C: -0.98791 0.59530 2.08917  -1.19
C: 0.16163 0.12688 -2.08476  -0.18
C: 0.69836 1.55863 -2.32838  -0.08
C: -0.41314 2.54302 -2.66800  0.29
C: -1.14562 2.13300 -3.95684  -1.05
C: -1.06804 0.62106 -4.21397  -1.11
C: -1.11000 -0.16193 -2.90371  -0.53
C: -0.39353 -2.00760 -0.08604  2.56
C: -1.83252 -2.45541 -0.36855  -0.43
C: -2.01392 -3.91172 0.06173  -0.88
C: -1.03070 -4.82944 -0.65718  -1.04
C: 0.40297 -4.37254 -0.41350  -0.16
C: 0.60095 -2.91654 -0.82805  -1.23
H: -0.56874 1.82777 0.36943  -0.87
H: -2.97515 0.03935 -0.12963  0.13
H: -2.55731 1.58065 -0.84197  0.53
H: -4.31945 1.99366 0.77466  0.50
H: -2.83164 2.65252 1.41670  0.32
H: -4.37989 0.21682 2.32968  0.30
H: -3.62300 1.47185 3.29012  0.32
H: -2.38714 -1.02541 2.10436  -0.17
H: -2.12250 -0.32648 3.66394  0.65
H: -0.13549 -0.03268 2.34518  0.37
H: -0.84006 1.54893 2.60655  0.58
H: 0.93755 -0.57500 -2.41382  0.72
H: 1.41562 1.53138 -3.15485  0.77
H: 1.26027 1.90433 -1.46271  -0.96
H: -0.02206 3.55691 -2.75747  0.37
H: -1.11811 2.59105 -1.83466  -0.07
H: -0.72119 2.67006 -4.80869  0.33
H: -2.19277 2.44098 -3.89317  0.30
H: -0.13517 0.37618 -4.73304  0.31
H: -1.88002 0.30421 -4.87410  0.48
H: -1.18687 -1.23375 -3.09652  0.37
H: -2.01183 0.11853 -2.35423  0.13
H: -0.21800 -2.14975 0.99186  -1.20
H: -2.06852 -2.35723 -1.43400  0.18
H: -2.54764 -1.84028 0.17548  0.18
H: -3.04511 -4.22777 -0.12677  0.44
H: -1.84133 -3.97551 1.14084  0.28
H: -1.24666 -4.81682 -1.73492  0.37
H: -1.16123 -5.86086 -0.31834  0.44
H: 1.11103 -5.00886 -0.95018  0.53
H: 0.65191 -4.46212 0.64546  -0.09
H: 0.44995 -2.81787 -1.91300  0.21
H: 1.62687 -2.61852 -0.60631  0.48
N: 3.64419 1.91359 0.27138  -0.66
C: 2.94769 3.09474 -0.05675  0.20
C: 3.40334 3.95582 -1.05312  -0.55
C: 2.65566 5.05994 -1.43320  -0.77
C: 1.43609 5.32708 -0.82755  -0.40
C: 1.00501 4.50488 0.20394  -0.26
C: 1.75740 3.40736 0.59929  0.04
S: 0.40133 6.64441 -1.46639  1.30
O: 1.33996 7.69011 -1.85597  -0.74
O: -0.48186 6.99900 -0.36314  -0.74
O: -0.28820 6.02890 -2.59732  -0.69
H: 2.99168 1.13044 0.32054  0.31
H: 4.35147 1.70911 -0.42109  0.25
H: 4.33688 3.73133 -1.56089  0.28
H: 3.00046 5.71939 -2.21947  0.42
H: 0.06570 4.73770 0.69146  0.53
H: 1.41289 2.75627 1.39533  0.43



Record 2
Entry from OMol25: 2 unconnected molecules or ions with the total composition C7H14O3 at a distorted geometry (ωB97M-V/def2-TZVPD).

As for the total charge: 0. The value obtained for the lowest unoccupied orbital energy is 0.5 eV. The structure (SMILES) is C[C@H](O)C(=O)O.C/C=C\C. The value obtained for the max |F| is 4.0 eV Å⁻¹. The calculation puts the frontier orbital gap at 0.349 Ha. The HOMO energy comes out at -8.938 eV. Its energy is -500.783142 a.u.

Each line ends with the Mulliken charge.
Cartesian coordinates (Å):
C: -0.47175 2.04810 -0.26753  -0.76
C: -1.63560 1.12126 -0.13525  0.28
O: -1.83408 0.73416 1.19824  -0.59
C: -1.40015 -0.15364 -1.09245  0.39
O: -1.15097 0.02162 -2.26872  -0.59
O: -2.24826 -1.15131 -0.68676  -0.48
H: -0.40170 2.43447 -1.28573  0.33
H: 0.47472 1.40801 -0.16109  -0.12
H: -0.47580 2.83744 0.48133  0.37
H: -2.54943 1.56826 -0.56032  0.31
H: -2.40883 -0.04190 1.19874  0.39
H: -2.40918 -1.73380 -1.44420  0.37
C: 0.31624 -1.70152 1.10042  -1.45
C: 0.62685 -1.17930 -0.27892  0.25
C: 1.58218 -0.22489 -0.49256  -0.49
C: 2.54352 0.27413 0.54314  -1.26
H: 1.20832 -2.11126 1.57981  0.41
H: -0.08488 -0.90229 1.72548  0.29
H: -0.43093 -2.48967 1.05239  0.33
H: 0.44550 -1.87578 -1.08965  0.53
H: 1.89632 -0.07470 -1.51884  0.41
H: 2.09762 0.27641 1.53625  0.33
H: 3.43602 -0.35839 0.56569  0.36
H: 2.87428 1.27458 0.30054  0.38



Record 3
Entry from OMol25: a single C4H9NO molecule at a distorted geometry (ωB97M-V/def2-TZVPD).

As for the total charge: 0. The value obtained for the lowest unoccupied orbital energy is 1.0 eV. The structure (SMILES) is CC(C)NC=O. The value obtained for the max |F| is 2.8 eV Å⁻¹. The calculation puts the frontier orbital gap at 0.378 Ha. The HOMO energy comes out at -9.325 eV. Its energy is -287.747903 a.u.

Each line ends with the Mulliken charge.
Cartesian coordinates (Å):
C: -0.87896 0.02025 1.07159  -0.92
C: -0.18569 -0.44897 -0.21700  0.55
C: -0.90734 -0.49800 -1.57210  -1.42
N: 0.76910 0.65982 -0.17969  -0.33
C: 1.73697 0.55650 0.86419  -0.19
O: 2.46612 -0.38972 1.02328  -0.48
H: -1.50045 0.90413 0.80198  0.24
H: 0.08210 0.19534 1.74381  0.20
H: -1.41996 -0.63812 1.72802  0.37
H: 0.30247 -1.42202 -0.05082  0.19
H: -0.17622 -0.71859 -2.36336  0.35
H: -1.38771 0.45300 -1.82944  0.35
H: -1.66839 -1.28385 -1.62855  0.36
H: 1.11821 1.02474 -1.04422  0.25
H: 1.80913 1.47562 1.47602  0.48



Record 4
Entry from OMol25: a molecular structure, C37H30BrIrNO2P2 (ωB97M-V/def2-TZVPD).

As for the total charge: +1. The value obtained for the lowest unoccupied orbital energy is -3.5 eV. The value obtained for the max |F| is 0.4 eV Å⁻¹. The calculation puts the frontier orbital gap at 0.257 Ha. The HOMO energy comes out at -10.520 eV. Its energy is -4994.120132 a.u.

Each line ends with the Mulliken charge.
Cartesian coordinates (Å):
Ir: 0.10745 0.60040 -0.06228  2.44
C: -2.59518 0.28817 1.45933  -0.94
P: -2.02639 -0.11388 -0.24265  0.73
C: -2.60176 -1.76108 -0.67237  1.07
C: -2.45568 -2.79656 0.25387  -0.31
C: -2.95832 -4.05436 -0.03157  -0.75
C: -3.58738 -4.29279 -1.24676  -0.66
C: -3.71775 -3.27162 -2.17503  -0.88
C: -3.23256 -2.00420 -1.89098  -0.51
C: -2.68260 1.04633 -1.44603  0.44
C: -3.65343 2.00135 -1.15469  -0.70
C: -3.99393 2.96638 -2.09102  -0.79
C: -3.36242 2.99541 -3.32318  -0.54
C: -2.38537 2.05745 -3.62566  -0.84
C: -2.04123 1.09670 -2.69178  -0.22
C: -1.47503 -0.27995 2.28231  -0.08
C: -1.36410 -1.11382 3.37154  -1.06
C: -0.02061 -1.59084 3.40094  -0.88
C: 0.64390 -1.02338 2.33638  0.24
C: 1.92560 -1.26542 1.60101  -1.32
P: 1.36498 -1.29590 -0.15650  0.69
C: 0.72116 -2.95118 -0.47694  0.45
C: 0.72812 -3.95292 0.48761  -0.08
C: 0.33299 -5.24086 0.15114  -0.87
C: -0.08056 -5.52622 -1.14016  -0.60
C: -0.11224 -4.52194 -2.10079  -0.79
C: 0.29063 -3.24031 -1.77174  -0.41
C: 2.80546 -1.18735 -1.23498  0.78
C: 3.02729 -0.06859 -2.03127  -0.36
C: 4.14689 -0.01031 -2.85076  -0.79
C: 5.04659 -1.06363 -2.87023  -0.50
C: 4.83066 -2.18358 -2.07529  -0.72
C: 3.71147 -2.24966 -1.26519  -0.40
N: -0.23599 -0.18524 1.70653  -0.09
H: -3.56259 -0.14296 1.70939  0.44
H: -2.65436 1.37934 1.51135  0.48
H: -1.96106 -2.61743 1.20181  -0.02
H: -2.85670 -4.85038 0.69354  0.50
H: -3.98033 -5.27659 -1.46828  0.43
H: -4.21292 -3.45373 -3.11960  0.46
H: -3.36993 -1.21038 -2.61388  0.40
H: -4.15926 1.99598 -0.19691  0.41
H: -4.75227 3.69911 -1.85061  0.45
H: -3.62810 3.75196 -4.04946  0.43
H: -1.88917 2.07830 -4.58661  0.45
H: -1.27174 0.36987 -2.93757  0.45
H: -2.15090 -1.36449 4.06417  0.52
H: 0.40379 -2.26170 4.13070  0.52
H: 2.42730 -2.18129 1.90738  0.62
H: 2.64640 -0.44652 1.67844  0.55
H: 1.02842 -3.74160 1.50451  0.26
H: 0.35084 -6.01974 0.90204  0.46
H: -0.38204 -6.53222 -1.40146  0.45
H: -0.44074 -4.74115 -3.10808  0.47
H: 0.28844 -2.46420 -2.52994  0.35
H: 2.34298 0.76943 -2.00716  0.23
H: 4.31422 0.86078 -3.46988  0.43
H: 5.91919 -1.01544 -3.50804  0.40
H: 5.53196 -3.00686 -2.09369  0.43
H: 3.53556 -3.13477 -0.66432  0.38
Br: -0.93580 7.96194 1.09555  -0.16
C: 0.40952 6.69262 0.72225  -0.11
C: 1.72861 7.10696 0.59684  -0.37
C: 2.72065 6.17654 0.32005  -0.66
C: 2.39902 4.83856 0.16640  -0.48
C: 1.07284 4.43945 0.29853  0.20
C: 0.06817 5.36206 0.57841  -0.36
C: 0.71750 3.02440 0.14496  0.70
O: 1.59185 2.14211 -0.17850  -0.61
O: -0.47601 2.61403 0.33081  -0.65
H: 1.97664 8.15260 0.71607  0.42
H: 3.74674 6.50429 0.22552  0.41
H: 3.15961 4.10133 -0.04928  0.47
H: -0.95606 5.03298 0.67925  0.53